Below is a 14-piece molecular cluster, C32H78N6O18 overall at a distorted geometry, with properties calculated with ωB97M-V with the def2-TZVPD basis set.

Structure (XYZ):
```
134
Properties=species:S:1:pos:R:3:mulliken_spin:R:1
C 2.88886 -2.57771 -3.82624 0.00
O 2.89161 -2.43163 -2.45192 0.00
H 3.58252 -3.38743 -4.05268 0.00
H 1.98571 -2.85893 -4.36785 0.00
H 3.18233 -1.60739 -4.22683 0.00
H 3.68515 -2.80719 -2.06354 0.00
C -3.59698 -1.39496 -4.22710 0.00
O -3.79072 -2.29760 -3.13926 0.00
H -2.67135 -1.57789 -4.77284 0.00
H -4.30007 -1.41243 -5.05984 0.00
H -3.60802 -0.35423 -3.90328 0.00
H -3.37091 -2.03862 -2.31569 0.00
C -3.22958 3.67118 -2.51211 0.00
O -1.87540 3.36677 -2.42152 0.00
H -3.74811 2.73753 -2.29409 0.00
H -3.58025 4.29334 -1.68866 0.00
H -3.46318 4.09749 -3.48770 0.00
H -1.45464 4.16755 -2.10009 0.00
C 1.02397 -4.02838 1.58915 0.00
O 2.14384 -4.02427 0.73582 0.00
H 0.67042 -5.04267 1.77444 0.00
H 1.39005 -3.47846 2.45614 0.00
H 0.10999 -3.68942 1.10148 0.00
H 1.99542 -4.41774 -0.12716 0.00
C -2.71030 -2.67157 2.75611 0.00
O -3.68054 -3.01150 1.76998 0.00
H -1.89445 -3.39441 2.75389 0.00
H -2.32951 -1.68440 2.49418 0.00
H -3.16968 -2.77832 3.73879 0.00
H -3.42210 -2.67991 0.90693 0.00
C -0.32185 1.99801 -5.23959 0.00
O -1.42131 1.59307 -4.48126 0.00
H 0.13912 1.17617 -5.78748 0.00
H -0.66773 2.67520 -6.02053 0.00
H 0.43950 2.45257 -4.60570 0.00
H -1.46876 2.18079 -3.72368 0.00
C 1.18478 -0.11189 2.54423 0.00
C 1.10633 0.15021 4.08150 0.00
C 1.04305 1.68226 4.43911 0.00
O -0.02796 1.66660 5.40149 0.00
C -0.73946 0.54515 5.32294 0.00
O -1.82417 0.34202 5.95167 0.00
O -0.05707 -0.34746 4.64246 0.00
H 0.45375 0.49948 2.01517 0.00
H 0.93748 -1.16978 2.45568 0.00
H 2.12073 0.11590 2.03413 0.00
H 1.99411 -0.34859 4.47028 0.00
H 0.80571 2.41338 3.66632 0.00
H 1.95343 1.96339 4.96852 0.00
C 2.88827 2.31093 -2.75029 0.00
C 3.77533 2.60244 -1.46885 0.00
C 4.00196 1.38926 -0.56203 0.00
O 5.35180 1.21909 -0.47855 0.00
C 5.95414 2.16905 -1.21042 0.00
O 7.13295 2.38474 -1.14433 0.00
O 5.08088 2.92223 -1.77192 0.00
H 2.78350 1.25132 -2.98345 0.00
H 3.20707 2.95985 -3.56600 0.00
H 1.85401 2.60383 -2.56971 0.00
H 3.33412 3.47691 -0.99058 0.00
H 3.48316 0.51061 -0.94536 0.00
H 3.52000 1.64928 0.38041 0.00
C -1.30899 -1.91420 -0.80198 0.00
O -2.48855 -2.10725 -0.61657 0.00
N -0.79460 -0.69980 -0.87593 0.00
C 0.69681 -0.61102 -1.01602 0.00
C -1.51254 0.47761 -0.44688 0.00
H -0.51944 -2.66148 -0.97636 0.00
H 0.97167 -0.95256 -2.01396 0.00
H 1.12445 -1.40891 -0.40891 0.00
H 1.16826 0.33263 -0.74147 0.00
H -2.17243 0.68187 -1.29006 0.00
H -2.12449 0.36793 0.44843 0.00
H -0.92374 1.39469 -0.42752 0.00
C -6.62044 0.05695 1.56411 0.00
O -7.29462 0.54182 2.47311 0.00
N -6.36811 0.51109 0.31891 0.00
C -5.53288 -0.24420 -0.67042 0.00
C -7.02038 1.68951 -0.22813 0.00
H -6.13977 -0.90468 1.80163 0.00
H -4.62816 0.26966 -0.99529 0.00
H -6.03493 -0.38580 -1.62750 0.00
H -5.25615 -1.23591 -0.31263 0.00
H -6.27502 2.41297 -0.55848 0.00
H -7.69429 1.51487 -1.06684 0.00
H -7.44920 2.18645 0.64208 0.00
C -4.63084 3.17275 3.71301 -0.11
O -4.97157 3.77369 4.71153 0.35
N -3.37774 3.03548 3.22352 0.60
C -2.14701 3.52890 3.89483 0.01
C -3.12998 2.03944 2.18914 0.05
H -5.38991 2.68411 3.08274 -0.03
H -2.29864 4.52189 4.31801 0.04
H -1.32581 3.57662 3.17965 -0.01
H -1.91761 3.02517 4.83383 0.04
H -3.60150 1.11433 2.52073 0.04
H -3.63919 2.17908 1.23556 0.04
H -2.07669 1.85748 1.97576 -0.01
C -0.24541 -5.40666 -2.18404 0.00
O -0.01423 -5.03297 -1.06060 0.00
N 0.69741 -6.01940 -2.99757 0.00
C 0.34028 -6.30453 -4.42838 0.00
C 2.13138 -6.15532 -2.71527 0.00
H -1.21536 -5.21938 -2.67016 0.00
H 0.89900 -5.85001 -5.24651 0.00
H -0.71337 -6.25080 -4.70231 0.00
H 0.53188 -7.36803 -4.57105 0.00
H 2.36162 -7.20971 -2.86810 0.00
H 2.69689 -5.76948 -3.56347 0.00
H 2.45491 -5.70161 -1.77848 0.00
C 4.59897 -1.00439 3.64522 0.00
O 4.52741 0.20741 3.51711 0.00
N 4.60046 -1.91604 2.63857 0.00
C 4.81422 -3.40563 2.92604 0.00
C 4.54334 -1.63626 1.25066 0.00
H 4.68333 -1.50022 4.62462 0.00
H 5.41911 -3.58437 3.81500 0.00
H 5.39591 -3.95569 2.18633 0.00
H 3.80950 -3.82718 2.95634 0.00
H 3.72102 -2.18794 0.79509 0.00
H 4.51485 -0.60330 0.90384 0.00
H 5.31799 -2.15221 0.68336 0.00
C 1.14417 4.23584 0.92514 0.00
O 0.99037 3.05077 1.11536 0.00
N 2.32624 4.86620 0.87241 0.00
C 2.38102 6.29916 0.57924 0.00
C 3.44749 4.35590 1.69083 0.00
H 0.36994 4.96714 0.64594 0.00
H 3.09443 6.65008 -0.16642 0.00
H 2.49932 6.94036 1.45271 0.00
H 1.42471 6.47128 0.08533 0.00
H 3.49630 3.27326 1.57418 0.00
H 4.33270 4.72041 1.16964 0.00
H 3.65531 4.58933 2.73506 0.00
```

Summary:
⟨S²⟩: 0.78
orbital gap (spin up / spin down): 8.21 / 3.11 eV
multiplicity: 2
net charge: +1
maximum force: 5.22 eV/A
LUMO level (spin up / spin down): -2.985 / -8.082 eV
HOMO (spin up / spin down): -11.19 / -11.19 eV



Below is a 5-piece molecular cluster, C32H79BN5O12 overall at a distorted geometry, with properties calculated with ωB97M-V with the def2-TZVPD basis set.

Structure (XYZ):
```
129
Properties=species:S:1:pos:R:3:lowdin_charge:R:1
C -2.96082 5.36855 3.84898 -0.10
C -3.33650 3.82840 3.42983 -0.26
O -2.29123 2.96900 3.95211 -0.19
C -1.95824 1.87605 3.04543 -0.16
C -2.45151 0.49180 3.70623 -0.18
O -1.72794 -0.68665 3.29245 -0.20
C -1.59732 -0.79612 1.84277 -0.10
B -3.00490 -0.89135 0.99170 -0.87
C -4.33239 -1.57267 1.67407 -0.16
N -4.04228 -2.97990 2.19653 -0.03
O -3.15618 0.32439 0.14579 -0.08
C -2.66788 0.11346 -1.21756 -0.17
C -1.88761 -1.34320 -1.16002 -0.16
O -2.65782 -1.91288 -0.05655 -0.15
H -1.85217 5.53476 3.56953 0.07
H -3.10881 5.56810 4.97109 0.07
H -3.67035 6.05672 3.25746 0.07
H -4.38208 3.63782 3.87781 0.12
H -3.42657 3.83680 2.28420 0.12
H -2.43351 1.94849 2.00171 0.12
H -0.80143 1.93086 2.87388 0.12
H -2.26635 0.59926 4.85401 0.13
H -3.59621 0.43777 3.58639 0.12
H -0.90053 0.01369 1.36902 0.10
H -1.03868 -1.80308 1.65013 0.14
H -5.09826 -1.72584 0.80536 0.11
H -4.87388 -0.92134 2.45519 0.08
H -3.94869 -2.94037 3.23970 0.06
H -4.95030 -3.48332 2.05863 0.05
H -3.47602 -0.00926 -2.05013 0.11
H -1.83824 0.81052 -1.60456 0.10
H -2.05795 -2.07231 -2.03170 0.11
H -0.78467 -1.11695 -0.85680 0.11
C 0.86149 -5.91809 -5.73237 -0.12
O 2.10404 -5.66926 -5.09213 -0.19
C 2.87029 -4.63121 -5.70869 -0.21
C 2.89973 -3.37427 -4.83175 -0.21
N 1.59273 -2.71271 -4.80577 -0.05
C 1.46444 -1.68166 -3.76796 -0.19
C 1.63257 -2.11090 -2.30227 -0.22
O 0.58642 -2.94627 -1.81418 -0.20
C 0.72686 -4.31953 -2.14002 -0.09
H 0.46002 -6.85364 -5.33691 0.09
H 0.14167 -5.12377 -5.51573 0.06
H 0.98376 -6.02406 -6.81383 0.09
H 2.52018 -4.40656 -6.72305 0.12
H 3.89287 -5.01090 -5.79406 0.12
H 3.64567 -2.67720 -5.22423 0.12
H 3.21251 -3.68309 -3.82948 0.10
H 0.87250 -3.40946 -4.64658 0.06
H 0.45915 -1.25908 -3.87789 0.12
H 2.17075 -0.87447 -3.98798 0.11
H 1.58495 -1.20042 -1.69256 0.12
H 2.61317 -2.55424 -2.09394 0.11
H 1.77128 -4.64165 -2.16723 0.09
H 0.23017 -4.53195 -3.08687 0.06
H 0.20931 -4.89994 -1.37102 0.10
C -5.22286 -7.63574 -5.62574 -0.12
O -3.98269 -7.38259 -4.98348 -0.19
C -3.21896 -6.34261 -5.60036 -0.21
C -3.19412 -5.08392 -4.72572 -0.21
N -4.50266 -4.42515 -4.70166 -0.05
C -4.63123 -3.39167 -3.66488 -0.19
C -4.46147 -3.81638 -2.19816 -0.21
O -5.50888 -4.65296 -1.70519 -0.17
C -5.36788 -6.02659 -2.02656 -0.11
H -5.62233 -8.57211 -5.23017 0.09
H -5.94533 -6.84338 -5.41143 0.07
H -5.09805 -7.74245 -6.70684 0.08
H -3.56862 -6.12079 -6.61557 0.12
H -2.19500 -6.71935 -5.68394 0.10
H -2.44966 -4.38557 -5.11919 0.11
H -2.88122 -5.38966 -3.72248 0.10
H -5.22160 -5.12276 -4.54121 0.06
H -5.63700 -2.97001 -3.77546 0.12
H -3.92559 -2.58482 -3.88724 0.11
H -4.50728 -2.90441 -1.59118 0.12
H -3.48085 -4.25796 -1.98909 0.11
H -4.32323 -6.34721 -2.05378 0.09
H -5.86506 -6.24285 -2.97237 0.06
H -5.88345 -6.60586 -1.25497 0.09
C 1.75700 1.77077 2.19127 -0.11
O 1.43273 2.03561 3.54885 -0.22
C 1.23029 0.85273 4.32748 -0.20
C 2.38307 0.63989 5.31578 -0.20
N 3.61475 0.25404 4.62134 -0.05
C 4.81947 0.31346 5.45786 -0.20
C 5.21320 1.66757 6.07000 -0.23
O 5.64900 2.64155 5.12361 -0.18
C 4.59855 3.34826 4.47800 -0.09
H 1.67457 2.70664 1.63466 0.08
H 2.78676 1.41290 2.09930 0.07
H 1.06890 1.04486 1.74983 0.07
H 1.06790 -0.03143 3.70062 0.13
H 0.31442 1.01510 4.90279 0.12
H 2.10914 -0.14637 6.02488 0.12
H 2.51430 1.57348 5.87210 0.10
H 3.75153 0.87081 3.82743 0.06
H 5.64885 -0.01870 4.82258 0.11
H 4.72279 -0.42471 6.26076 0.11
H 6.07963 1.48603 6.71800 0.11
H 4.43826 2.08408 6.72335 0.11
H 3.73450 3.50547 5.12904 0.09
H 4.30792 2.82982 3.56440 0.08
H 4.98487 4.32620 4.18036 0.07
C 4.65128 6.93705 -1.48793 -0.11
O 4.09265 8.00124 -0.73193 -0.20
C 2.66302 8.03573 -0.75958 -0.21
C 2.07638 7.62194 0.59468 -0.21
N 2.26854 6.19087 0.84353 -0.05
C 1.99845 5.78336 2.22810 -0.18
C 2.84453 6.41606 3.34287 -0.20
O 4.21612 6.02003 3.33676 -0.23
C 5.03424 6.74171 2.42900 -0.09
H 5.72301 7.12149 -1.58872 0.09
H 4.52028 5.97986 -0.97565 0.07
H 4.21382 6.88575 -2.48858 0.09
H 2.25144 7.43337 -1.57775 0.12
H 2.38238 9.07617 -0.94849 0.12
H 1.00620 7.84673 0.60862 0.12
H 2.56503 8.23111 1.36166 0.10
H 3.22756 5.94278 0.62415 0.06
H 2.15570 4.70014 2.26582 0.10
H 0.93876 5.95463 2.44229 0.12
H 2.44274 6.05325 4.29660 0.12
H 2.75637 7.50774 3.38201 0.11
H 4.72235 7.78328 2.31757 0.09
H 5.05599 6.23752 1.46332 0.07
H 6.05659 6.73006 2.81783 0.09
```

Summary:
orbital gap: 6.33 eV
net charge: -1
maximum force: 3.28 eV/A
LUMO level: 2.170 eV
HOMO: -4.16 eV



Below is a 9-piece molecular cluster, C32H80Cl10N9O5P3 overall at a distorted geometry, with properties calculated with ωB97M-V with the def2-TZVPD basis set.

Structure (XYZ):
```
139
Properties=species:S:1:pos:R:3:lowdin_charge:R:1
Cl 14.92419 -1.23755 5.80229 0.52
C 15.61795 -0.81060 4.18859 -0.60
C 17.13634 -0.95128 4.45946 -0.68
Cl 18.05524 -1.15969 2.92729 0.52
H 15.11864 0.11810 3.91235 0.07
H 15.22182 -1.59457 3.54316 0.06
H 17.29813 -1.71889 5.21624 0.05
H 17.49671 -0.01388 4.88314 0.06
Cl 15.77922 5.73232 2.95234 0.55
C 14.38759 6.83244 2.84115 -0.70
C 14.24187 7.59404 4.11231 -0.65
Cl 12.61872 8.41816 4.07464 0.52
H 13.48924 6.24019 2.66702 0.07
H 14.58879 7.51117 2.01234 0.07
H 15.05657 8.30235 4.26271 0.08
H 14.27512 6.94998 4.99105 0.06
Cl 7.09410 1.61524 8.82023 0.49
C 8.89002 1.94987 8.71473 -0.61
C 9.28685 2.95063 7.61739 -0.69
Cl 9.27499 2.33711 5.96894 0.55
H 9.42368 1.01398 8.54915 0.07
H 9.15291 2.42113 9.66178 0.07
H 10.32819 3.23005 7.77745 0.06
H 8.68690 3.85958 7.66155 0.07
Cl 9.00999 -0.71631 -1.23999 0.53
C 7.33893 -0.62305 -0.60227 -0.63
C 6.35108 -1.34971 -1.61624 -0.63
Cl 6.55889 -3.14102 -1.70518 0.49
H 7.11041 0.43841 -0.69807 0.05
H 7.12120 -0.84708 0.44200 0.08
H 6.62649 -0.93930 -2.58774 0.05
H 5.31685 -1.20660 -1.30321 0.06
Cl 6.21857 2.21699 16.17146 0.52
C 7.73882 2.98979 16.71968 -0.63
C 7.42625 4.40499 17.27104 -0.65
Cl 6.83798 5.60159 16.05377 0.51
H 8.37399 2.97360 15.83403 0.06
H 8.20063 2.33400 17.45777 0.07
H 8.30380 4.82957 17.75862 0.07
H 6.67164 4.26765 18.04551 0.06
O 3.41545 8.11491 4.51767 -0.30
P 2.07035 7.96292 5.15507 0.61
N 2.01875 8.34196 6.86985 -0.29
C 3.33515 8.18331 7.60741 -0.10
C 0.83743 8.05098 7.71852 -0.14
N 1.36192 6.37983 4.96939 -0.28
C -0.05298 5.99310 5.35784 -0.11
C 2.22980 5.17716 4.88446 -0.11
N 0.93937 9.04461 4.49368 -0.34
C 0.77977 10.38514 5.05912 -0.11
C 0.72912 8.98751 3.06846 -0.12
H 3.26488 8.66721 8.58158 0.07
H 4.04892 8.80238 7.06391 0.07
H 3.68922 7.15318 7.64713 0.07
H 0.75522 8.52666 8.69582 0.08
H 0.71420 6.99207 7.94571 0.06
H -0.10855 8.35137 7.26797 0.07
H -0.64543 6.90113 5.47006 0.06
H -0.57546 5.27922 4.72108 0.08
H -0.11015 5.61064 6.37694 0.06
H 1.79792 4.21315 5.15325 0.08
H 2.64150 5.20698 3.87562 0.07
H 3.08321 5.29665 5.55194 0.06
H -0.10727 10.89973 4.68972 0.09
H 0.60633 10.22867 6.12379 0.05
H 1.68823 10.98389 4.99362 0.09
H 1.13083 9.93983 2.72234 0.09
H -0.34333 8.83805 2.94344 0.08
H 1.19675 8.09366 2.65558 0.08
O 11.20862 -7.34553 15.32988 -0.32
P 12.14829 -6.14924 15.45477 0.60
N 12.37331 -5.51337 16.99785 -0.33
C 13.11964 -6.34536 17.94871 -0.10
C 11.21233 -4.77055 17.52242 -0.10
N 11.79924 -4.84599 14.45886 -0.30
C 12.45105 -3.52806 14.51692 -0.14
C 11.24141 -5.02529 13.08847 -0.10
N 13.73198 -6.53576 14.82843 -0.30
C 14.89422 -5.57790 14.90250 -0.09
C 13.89476 -7.52493 13.82594 -0.16
H 12.44827 -7.17770 18.15984 0.08
H 13.39564 -5.76220 18.82726 0.09
H 13.99437 -6.70468 17.40663 0.07
H 11.63743 -4.09246 18.26240 0.08
H 10.53085 -5.46927 18.00769 0.08
H 10.75739 -4.16790 16.73633 0.07
H 13.08278 -3.43755 13.63327 0.07
H 11.74543 -2.69732 14.50887 0.08
H 13.18586 -3.42808 15.31579 0.07
H 10.62172 -4.19667 12.74569 0.08
H 12.05571 -5.03204 12.36394 0.07
H 10.67868 -5.94850 12.95015 0.08
H 15.78982 -6.02214 14.46816 0.08
H 14.75453 -4.74422 14.21433 0.05
H 14.95693 -5.16703 15.91014 0.07
H 14.92994 -7.84224 13.70022 0.08
H 13.56777 -7.18267 12.84408 0.07
H 13.26854 -8.39885 14.00543 0.08
O 20.58510 0.22124 11.31033 -0.29
P 21.06528 1.60011 11.60471 0.63
N 22.49950 1.92337 10.75291 -0.33
C 23.76821 1.23418 11.16744 -0.07
C 22.38632 2.09060 9.37132 -0.17
N 21.41161 1.97437 13.27721 -0.33
C 20.84720 1.18298 14.30265 -0.15
C 22.07025 3.15795 13.75804 -0.13
N 20.03780 2.91745 11.16942 -0.31
C 18.59559 2.68520 11.09903 -0.11
C 20.42297 4.30875 11.03186 -0.12
H 24.63236 1.66398 10.66085 0.08
H 23.65707 0.17967 10.91493 0.08
H 23.77363 1.41450 12.24240 0.06
H 23.34491 2.40773 8.96065 0.09
H 21.62757 2.76768 8.97896 0.07
H 21.96800 1.16719 8.97081 0.08
H 20.58137 0.19488 13.92700 0.08
H 21.44359 1.02670 15.20154 0.08
H 19.94688 1.71932 14.60243 0.08
H 21.38740 4.00754 13.75808 0.07
H 22.52607 2.95847 14.72786 0.09
H 22.87792 3.40916 13.07055 0.07
H 18.39604 1.70625 10.66320 0.07
H 18.19689 2.60522 12.11035 0.08
H 18.10529 3.42417 10.46530 0.08
H 20.95102 4.54643 10.10841 0.07
H 21.16578 4.54907 11.79251 0.05
H 19.61135 4.99725 11.26710 0.09
O -3.56600 0.90430 12.35199 0.15
C -2.48364 0.58286 12.00401 -0.42
O -1.63573 1.45857 11.19336 -0.03
C -0.40603 0.86693 10.94041 -0.21
C -0.64148 -0.67865 11.16706 -0.13
C -1.69518 -0.65689 12.27968 -0.09
H 0.39240 1.31305 11.53336 0.12
H -0.15598 1.03812 9.89338 0.12
H 0.26764 -1.23536 11.39434 0.11
H -1.04382 -1.10737 10.24922 0.11
H -1.20444 -0.44799 13.23028 0.14
H -2.41915 -1.47152 12.26164 0.13
```

Summary:
structure (SMILES): CN(C)P(=O)(N(C)C)N(C)C.CN(C)P(=O)(N(C)C)N(C)C.CN(C)P(=O)(N(C)C)N(C)C.O=C1CCCO1.ClCCCl.ClCCCl.ClCCCl.ClCCCl.ClCCCl
orbital gap: 8.27 eV
net charge: 0
maximum force: 3.06 eV/A
LUMO level: 0.234 eV
HOMO: -8.04 eV



- Which of these has the lowest net charge?
  C32H79BN5O12